(1)
Here is a 2-piece molecular cluster, C3H10N2O2 overall at a distorted geometry from the OMol25 dataset. Energies are from the ωB97M-V functional and the def2-TZVPD basis.

Output
- max |F| (Eh/bohr) = 0.1007
- orbital gap (eV) = 10.4
- highest occupied orbital energy (eV) = -9.80
- E_tot (a.u.) = -380.24834
- SMILES = NCCC(N)=O.O

ORCA input file:
```
! RIJCOSX wB97M-V def2-TZVPD def2/J DEFGRID3
* xyz 0 1
N 0.63498 1.63479 -0.39835
C 0.75835 0.28093 0.34083
C -0.48738 -0.54948 0.62212
C -0.44428 -1.97221 1.09985
N -0.16559 -2.18239 2.46383
O -0.40914 -2.88366 0.35922
H 0.91576 1.21669 -1.35449
H 1.39027 2.32637 -0.13245
H 1.29600 -0.36406 -0.43772
H 1.38117 0.36144 1.23664
H -1.19239 -0.48754 -0.31585
H -1.06354 -0.00536 1.48538
H -0.59609 -3.04632 2.82331
H 0.43209 -1.49980 3.07668
O -0.73689 2.73361 -3.79221
H -1.06253 2.58974 -2.89661
H -0.65080 1.84726 -4.18018
*
```

Now the Mulliken charges, all in e:
1 N -0.60
2 C -0.43
3 C -0.51
4 C 0.50
5 N -0.40
6 O -0.50
7 H 0.29
8 H 0.24
9 H 0.24
10 H 0.30
11 H 0.17
12 H 0.25
13 H 0.22
14 H 0.23
15 O -0.65
16 H 0.32
17 H 0.32



(2)
Here is a 2-piece molecular cluster, C3H10N2O3 overall at a distorted geometry from the OMol25 dataset. Energies are from the ωB97M-V functional and the def2-TZVPD basis.

Output
- max |F| (Eh/bohr) = 0.1582
- orbital gap (eV) = 9.7
- highest occupied orbital energy (eV) = -8.98
- E_tot (a.u.) = -455.46495
- SMILES = NC(=O)[C@@H](N)CO.O

ORCA input file:
```
! RIJCOSX wB97M-V def2-TZVPD def2/J DEFGRID3
* xyz 0 1
N 1.84156 1.54899 -0.11564
C 1.23184 0.33697 -0.26549
O 1.67792 -0.61398 -0.79757
C -0.38582 0.27271 0.28127
N -0.52322 1.15752 1.37645
C -1.36712 0.36694 -0.77984
O -2.40616 -0.60777 -0.48718
H 2.97712 1.61531 -0.19924
H 1.23516 2.35112 0.46930
H -0.05187 -0.89462 0.64410
H -0.82385 0.74538 2.25994
H -1.31603 1.86089 1.07784
H -0.94797 0.32532 -1.85843
H -1.93547 1.19098 -0.56654
H -2.14150 -1.47603 -0.83355
O 0.65473 -2.94064 -0.16659
H 0.98777 -2.10519 -0.62627
H 1.29289 -3.13391 0.58745
*
```

Now the Mulliken charges, all in e:
1 N -0.48
2 C 0.36
3 O -0.67
4 C 0.34
5 N -0.68
6 C -0.58
7 O -0.53
8 H 0.29
9 H 0.29
10 H 0.25
11 H 0.28
12 H 0.23
13 H 0.26
14 H 0.33
15 H 0.32
16 O -0.72
17 H 0.41
18 H 0.30



(3)
Here is a 2-piece molecular cluster, C3H10N2O3S overall at a distorted geometry from the OMol25 dataset. Energies are from the ωB97M-V functional and the def2-TZVPD basis.

Output
- max |F| (Eh/bohr) = 0.0805
- orbital gap (eV) = 7.2
- highest occupied orbital energy (eV) = -7.65
- E_tot (a.u.) = -853.54787

ORCA input file:
```
! RIJCOSX wB97M-V def2-TZVPD def2/J DEFGRID3
* xyz 0 1
C -0.33143 -0.42425 1.23990
C -0.17113 -0.95488 -1.13903
C 1.71488 -1.23120 0.44391
N 0.99330 0.90449 -0.13282
N 0.56072 -0.39967 0.02113
O -2.03398 2.07043 1.04642
O -1.43761 3.84985 -0.58710
O -2.29750 1.72666 -1.43331
S -1.81773 2.49915 -0.30583
H -1.08948 0.23715 0.89121
H -0.67430 -1.38242 1.43909
H 0.21660 -0.01314 1.97608
H 0.26576 -0.88136 -2.13456
H -0.33673 -2.04496 -0.97301
H -1.14801 -0.51836 -1.16319
H 2.46238 -1.53224 -0.39159
H 2.11695 -0.78042 1.26385
H 1.32991 -2.08202 0.83064
H 1.67743 0.95718 -0.89180
*
```

Now the Mulliken charges, all in e:
1 C -0.93
2 C -0.75
3 C -1.04
4 N -1.04
5 N 0.59
6 O -0.43
7 O -0.41
8 O -0.42
9 S 1.09
10 H 0.26
11 H 0.39
12 H 0.44
13 H 0.30
14 H 0.31
15 H 0.36
16 H 0.29
17 H 0.40
18 H 0.48
19 H 0.14



(4)
Here is one molecule with the formula C3H10N2OS at a distorted geometry from the OMol25 dataset. Energies are from the ωB97M-V functional and the def2-TZVPD basis.

Output
- max |F| (Eh/bohr) = 0.0747
- orbital gap (alpha / beta) (eV) = 4.4 / 7.2
- highest occupied orbital energy (alpha / beta) (eV) = -3.60 / -9.64
- E_tot (a.u.) = -702.91446
- ⟨S²⟩ = 2.01

ORCA input file:
```
! RIJCOSX wB97M-V def2-TZVPD def2/J DEFGRID3
* xyz 0 3
C 0.62150 -1.30092 1.54077
C -1.85654 0.96769 -0.62407
C -0.58243 -1.16549 0.50119
N 0.85243 1.15977 -0.20575
N 2.22090 1.39665 -0.62086
O -0.10878 -0.50527 -2.03378
S -0.24825 0.14755 -0.73216
H 0.15691 -1.56929 2.45291
H 1.53786 -1.88275 1.09184
H 0.91164 -0.22959 1.51630
H -1.98607 1.20051 0.52416
H -1.80042 1.92512 -1.08392
H -2.55613 0.34032 -1.13001
H -1.47503 -0.89835 0.97331
H -0.67699 -2.02436 -0.08265
H 2.79669 0.58371 -0.53419
H 2.19271 1.85471 -1.55309
*
```

Now the Mulliken charges, all in e:
1 C -0.88
2 C -1.13
3 C -0.89
4 N -0.17
5 N -0.61
6 O -0.49
7 S 0.54
8 H 0.35
9 H 0.23
10 H 0.31
11 H 0.30
12 H 0.40
13 H 0.36
14 H 0.49
15 H 0.44
16 H 0.36
17 H 0.37



(5)
Here is C3H10N2P as an isolated structure at a distorted geometry from the OMol25 dataset. Energies are from the ωB97M-V functional and the def2-TZVPD basis.

Output
- max |F| (Eh/bohr) = 0.0621
- orbital gap (eV) = 8.4
- highest occupied orbital energy (eV) = -13.63
- E_tot (a.u.) = -570.86385

ORCA input file:
```
! RIJCOSX wB97M-V def2-TZVPD def2/J DEFGRID3
* xyz 1 1
C -1.00533 1.89799 0.34899
C 1.93177 -0.78439 -0.67521
C -0.14163 0.33700 -0.47346
N -1.57607 -1.48002 0.67492
N 0.84565 -0.37951 0.21635
P -1.80111 -0.40435 -0.49426
H -1.46493 1.60555 1.28488
H -1.68142 2.31727 -0.37565
H -0.14023 2.52427 0.51834
H 2.58348 -1.47336 -0.14693
H 1.50336 -1.30612 -1.53102
H 2.52162 0.05785 -1.04594
H 0.16989 0.78839 -1.41495
H -2.30570 -2.08032 1.03107
H -0.62839 -1.65883 1.01348
H 1.18905 0.03858 1.06940
*
```

Now the Mulliken charges, all in e:
1 C -1.18
2 C -0.95
3 C -0.13
4 N -0.23
5 N -0.36
6 P 0.23
7 H 0.46
8 H 0.48
9 H 0.35
10 H 0.33
11 H 0.35
12 H 0.33
13 H 0.49
14 H 0.26
15 H 0.30
16 H 0.25



(6)
Here is one molecule with the formula C3H10N2S at a distorted geometry from the OMol25 dataset. Energies are from the ωB97M-V functional and the def2-TZVPD basis.

Output
- max |F| (Eh/bohr) = 0.0238
- orbital gap (eV) = 9.9
- highest occupied orbital energy (eV) = -8.92
- E_tot (a.u.) = -627.98202
- SMILES = NC[C@H](N)CS

ORCA input file:
```
! RIJCOSX wB97M-V def2-TZVPD def2/J DEFGRID3
* xyz 0 1
N 1.04773 -1.11882 -1.49551
C 1.30391 -0.40825 -0.25156
C 0.11691 0.54532 0.07022
N 0.30621 1.06616 1.41069
C -1.17949 -0.26522 -0.03714
S -2.58922 0.82999 0.39344
H 1.47190 -2.04062 -1.58316
H 1.42428 -0.54245 -2.24381
H 2.26894 0.10374 -0.15332
H 1.36457 -1.03732 0.64244
H 0.10799 1.35314 -0.67335
H 0.71630 1.99327 1.46974
H -0.60970 1.21255 1.82953
H -1.07573 -1.18574 0.53603
H -1.32998 -0.55632 -1.06644
H -3.34461 0.05057 1.15221
*
```

Now the Mulliken charges, all in e:
1 N -0.51
2 C -0.90
3 C 0.30
4 N -0.66
5 C -0.81
6 S -0.26
7 H 0.21
8 H 0.21
9 H 0.30
10 H 0.47
11 H 0.26
12 H 0.23
13 H 0.25
14 H 0.40
15 H 0.38
16 H 0.14